(1)
56
Properties=species:S:1:pos:R:3:lowdin_spin:R:1 method="wB97M-V/def2-TZVPD" spin_multiplicity=6 charge=+2 e_lumo_ev="-5.77 / -9.09" de_lowest_kcal_mol=0.00
H 1.27 4.69 -0.71 0.00
C 1.21 3.92 0.07 0.02
C 0.09 -3.09 -1.11 0.08
H 1.92 -3.29 -3.90 0.02
H 1.20 -3.72 5.06 0.00
C 1.36 -2.23 3.50 0.07
H 0.36 -2.45 -3.64 0.00
H -3.41 0.01 0.96 0.02
C -1.51 -0.60 1.69 0.33
H -1.51 3.37 -1.38 0.01
C 0.66 -1.42 2.61 0.14
C -1.45 -2.40 3.34 0.00
H 0.69 1.14 1.59 0.11
C -3.55 -1.76 2.27 0.08
C -2.32 1.44 -3.26 0.00
C -1.49 -0.99 -2.05 0.13
C -2.88 -0.72 1.58 0.19
H -2.59 2.40 -3.69 0.00
H 3.22 -3.98 -1.83 0.02
C -1.04 0.26 -1.56 0.27
C 1.84 1.65 -1.63 0.01
H 0.35 -2.80 -0.07 0.02
H 1.92 -1.66 -3.24 0.04
Ir -0.62 0.78 0.44 1.51
H -1.82 -2.44 -0.56 0.01
C -2.84 -2.57 3.16 0.25
C -2.51 -0.94 -3.02 0.01
H -3.00 -1.87 -3.31 0.00
C -1.33 1.44 -2.27 0.12
C -0.74 -1.44 2.53 0.04
H -3.33 -3.35 3.74 0.01
C -0.74 2.74 -1.83 0.05
H 2.33 2.44 -2.20 0.00
H 2.57 1.14 -0.99 0.00
C 0.66 -3.10 4.35 0.06
N 1.28 -3.20 -1.93 0.61
H 0.02 1.34 1.97 0.11
H -1.74 -3.06 -2.19 0.00
H -0.28 3.29 -2.66 0.01
H 0.58 4.29 0.89 0.00
H 2.45 -2.18 3.54 0.00
H 2.43 -3.71 -0.24 0.00
H -4.61 -1.92 2.12 0.00
C 2.55 -3.32 -1.26 0.06
H -3.77 0.26 -4.32 0.01
C -2.94 0.25 -3.61 0.09
H 1.39 0.93 -2.31 0.01
C -0.72 -3.17 4.28 0.13
H -0.26 -4.15 -1.03 0.04
C 1.36 -2.62 -3.23 0.07
C -1.24 -2.37 -1.50 0.03
H 1.20 -0.74 1.96 0.03
H 2.22 3.74 0.47 0.00
P 0.54 2.35 -0.56 0.13
H 3.07 -2.34 -1.21 0.03
H -1.29 -3.83 4.93 0.00

---

(2)
64
Properties=species:S:1:pos:R:3:lowdin_charge:R:1 method="wB97M-V/def2-TZVPD" spin_multiplicity=1 charge=0 e_lumo_ev=0.04 de_lowest_kcal_mol=10.08
N -3.16 -0.85 -3.32 0.05
C 0.41 2.94 3.69 -0.06
C 5.89 -0.39 -0.10 -0.07
K -0.70 -1.89 -1.19 0.52
C 6.51 -1.60 -0.44 -0.07
N 1.88 -2.64 -1.22 -0.14
H 7.58 -1.69 -0.35 0.10
C 4.40 -2.52 -0.97 -0.21
H -3.84 2.18 0.90 0.01
H 2.01 -1.75 3.36 0.01
H 4.02 0.69 0.05 0.11
H -0.28 4.59 4.87 0.10
C 1.24 1.04 2.31 -0.31
O 3.27 -3.95 -2.87 -0.31
C -0.18 4.18 3.87 -0.09
C -2.88 1.70 1.11 -0.32
H 0.83 -3.02 2.97 0.01
H -3.58 3.34 -1.82 0.00
H 0.77 2.39 4.56 0.11
C -0.89 -0.44 4.09 -0.33
C -2.56 3.50 -1.46 -0.35
H 6.23 -3.62 -1.13 0.12
O 3.08 -4.77 -0.56 -0.31
H -0.78 4.91 0.63 0.10
C -0.60 4.90 2.76 -0.09
H -1.95 3.88 -2.28 0.00
H -1.47 0.48 4.17 -0.01
C -4.86 -3.95 -3.73 -0.03
C 0.15 2.50 -0.07 -0.31
H -4.20 -4.67 -3.26 0.09
H -0.08 -0.42 4.82 0.01
C -3.72 -1.97 -2.79 -0.84
H -5.75 -3.84 -3.11 0.09
Sb -0.12 -0.63 2.11 1.34
C -3.92 -1.99 -5.03 -0.05
C -0.45 4.35 1.50 -0.07
H -1.04 5.88 2.88 0.10
C 3.78 -1.33 -0.64 -0.14
H 0.36 3.28 -0.81 0.06
C 1.34 -2.13 2.59 -0.30
H 1.84 0.84 3.20 0.07
Sb -1.75 1.66 -0.71 1.33
C 5.76 -2.68 -0.88 -0.03
C -3.28 -0.85 -4.70 -0.07
H 1.91 -2.42 1.71 -0.01
H -2.59 4.25 -0.67 -0.01
C 0.57 2.37 2.43 -0.28
S -3.82 -2.39 -1.16 0.54
H 6.50 0.44 0.24 0.10
C 4.51 -0.24 -0.20 0.00
H -2.35 2.28 1.86 0.00
H -3.06 0.69 1.46 -0.02
H -4.21 -2.38 -5.99 0.12
H -2.80 -0.10 -2.74 0.03
H 0.88 1.71 -0.19 0.01
S 3.13 -3.66 -1.47 0.61
O 1.52 -0.48 -0.59 -0.16
C 0.11 3.08 1.31 -0.30
H -5.14 -4.28 -4.73 0.09
H -2.90 -0.06 -5.32 0.12
C 2.29 -1.44 -0.82 -0.59
N -4.19 -2.67 -3.85 -0.13
H -1.55 -1.28 4.32 0.00
H 1.90 0.97 1.44 0.03

---

(3)
58
Properties=species:S:1:pos:R:3:lowdin_charge:R:1 method="wB97M-V/def2-TZVPD" smiles="Cc1cccc(C)c1OCc1cc(C(=O)N2CC[C@@H](C3CCCCC3)C2)no1" spin_multiplicity=1 charge=0 e_lumo_ev=0.75 de_lowest_kcal_mol=48.89
C 6.02 -1.53 0.52 -0.20
H 2.48 3.32 -1.70 0.13
H 3.37 -3.74 0.57 0.11
C 3.82 -0.32 0.25 -0.31
H -3.85 -3.83 -1.32 0.10
O -2.25 0.63 1.12 0.04
C -3.66 -1.74 -1.73 -0.05
C 3.67 2.21 -0.25 -0.12
C 5.28 -0.41 -0.21 -0.17
C -4.85 -0.27 -0.27 -0.20
H 3.84 -2.60 1.83 0.12
C 1.63 0.98 0.00 -0.13
C -4.14 -2.83 -1.03 -0.08
C -4.52 1.53 1.23 -0.10
H 2.10 -1.62 0.37 0.11
N 1.33 2.38 -0.22 -0.03
N -0.99 0.97 0.77 0.13
H -7.08 -1.97 1.56 0.08
H 3.93 2.33 0.80 0.13
C 0.16 3.02 -0.06 -0.41
C -5.00 -2.64 0.03 -0.05
C -4.01 -0.45 -1.36 -0.20
C -5.37 -1.36 0.43 -0.20
H 5.79 0.54 -0.02 0.11
H -5.81 -1.22 2.52 0.09
H -4.97 2.50 1.45 0.14
H 3.81 -0.10 1.33 0.15
C -1.01 2.22 0.40 -0.17
H 5.35 -3.11 -0.77 0.11
H -2.42 0.86 -1.98 0.08
C 3.13 -1.66 0.03 -0.17
H 3.08 0.59 -1.55 0.15
C -3.49 0.72 -2.15 -0.02
C -3.06 1.70 0.96 -0.23
C -2.32 2.75 0.50 0.07
O -5.21 1.03 0.11 -0.06
H -6.84 -0.22 1.48 0.08
H -2.63 3.75 0.26 0.13
H -3.00 -1.88 -2.57 0.11
H 4.55 2.40 -0.87 0.12
H 3.12 -1.88 -1.05 0.13
H -5.40 -3.49 0.57 0.11
C 3.08 0.81 -0.47 -0.27
H 7.05 -1.58 0.17 0.11
H -3.64 0.55 -3.21 0.09
C 2.51 3.13 -0.62 -0.13
H -4.01 1.64 -1.87 0.08
H 5.30 -0.59 -1.28 0.13
H 0.92 0.35 -0.54 0.12
H 2.53 4.09 -0.10 0.13
C 3.87 -2.79 0.75 -0.20
H 1.54 0.75 1.07 0.13
H 5.84 -3.66 0.83 0.11
C -6.34 -1.18 1.56 -0.04
O 0.04 4.22 -0.27 0.07
H 6.04 -1.31 1.59 0.11
H -4.64 0.86 2.10 0.13
C 5.32 -2.87 0.29 -0.21

---

(4)
60
Properties=species:S:1:pos:R:3:lowdin_charge:R:1 method="wB97M-V/def2-TZVPD" smiles="COc1cc(C(=O)NCCC(=O)N[C@@H](C)CCc2ccccc2)cc(OC)c1OC" spin_multiplicity=1 charge=0 e_lumo_ev=0.76 de_lowest_kcal_mol=24.84
H 0.65 0.56 1.46 0.08
H -3.34 -1.56 -3.10 0.10
H -3.14 -0.26 -4.31 0.10
C -2.96 -0.54 -3.27 -0.07
H -5.11 1.40 3.57 0.10
C 0.44 -2.53 -0.57 -0.51
H 3.60 -1.01 -0.22 0.12
H 7.08 2.68 1.98 0.10
C 3.03 -0.12 0.05 -0.15
H 0.96 1.69 0.13 0.07
C 1.55 -0.35 -0.28 -0.35
H 1.41 -1.92 1.11 0.15
H -0.28 -4.53 -0.68 0.12
H 5.78 -0.01 -1.94 0.11
H -2.35 -3.01 0.23 0.14
C 7.77 1.44 0.38 -0.10
H 8.81 1.53 0.65 0.10
C -4.16 1.26 1.03 -0.18
C -4.76 2.31 3.07 -0.08
H -3.21 0.32 2.72 0.12
H -1.12 -4.74 1.58 0.12
C 0.64 0.68 0.38 -0.02
C 6.07 0.58 -1.08 -0.05
O -3.65 0.41 -2.50 -0.11
H 3.14 0.04 1.13 0.12
H 8.15 0.18 -1.31 0.10
C 0.20 -3.89 0.07 -0.08
C -4.30 1.27 -0.38 -0.12
N 1.20 -1.69 0.15 0.11
C 5.46 1.98 0.77 -0.05
O -1.05 -1.27 2.50 0.06
C -2.80 -0.62 -0.49 0.02
H -2.22 -1.31 -1.07 0.09
C -5.63 2.20 -2.15 -0.07
C 5.08 1.23 -0.34 -0.25
H -5.39 3.15 3.37 0.09
C 7.40 0.69 -0.72 -0.09
H -0.16 -3.36 2.16 0.11
O -0.02 -2.25 -1.67 0.04
C -3.34 0.33 1.65 0.04
H -3.72 2.51 3.37 0.10
C 6.80 2.09 1.12 -0.09
H -6.38 2.99 -2.19 0.09
O -4.88 2.22 1.67 -0.06
C -1.76 -1.58 1.56 -0.46
C -0.71 -3.76 1.31 -0.17
N -1.78 -2.84 1.05 0.07
H -4.86 2.40 -2.90 0.09
O -5.11 2.25 -0.84 -0.05
H -0.38 0.56 0.03 0.07
H 1.15 -4.34 0.36 0.12
C -2.68 -0.62 0.89 -0.15
C -3.58 0.33 -1.14 -0.17
C 3.63 1.08 -0.69 -0.15
H -1.88 -0.53 -3.08 0.09
H 3.53 0.92 -1.77 0.12
H 3.09 1.99 -0.43 0.11
H -6.10 1.24 -2.37 0.10
H 4.71 2.49 1.35 0.11
H 1.41 -0.34 -1.36 0.15

---

(5)
69
Properties=species:S:1:pos:R:3:lowdin_spin:R:1 method="wB97M-V/def2-TZVPD" spin_multiplicity=3 charge=-3 e_lumo_ev="5.85 / 5.84" de_lowest_kcal_mol=0.00
O 1.29 1.77 -0.37 0.16
H -0.21 3.68 -2.78 0.00
H -0.01 3.47 2.88 0.00
H -2.30 -2.22 2.81 0.00
H -2.07 -5.71 1.56 0.00
C -1.14 -5.14 1.60 0.00
C -0.14 3.45 1.79 0.00
C 0.34 2.08 5.90 0.00
H -3.36 -3.59 2.47 0.00
N -0.63 -0.68 -4.27 0.00
H 1.19 0.31 -3.72 0.00
O -1.88 1.30 6.26 0.01
H -0.55 -2.27 -5.61 0.00
C 1.42 1.53 3.71 0.00
C 3.48 -1.37 -1.36 0.00
C -2.23 2.59 0.88 0.01
H -0.30 -3.32 -0.01 0.00
O 0.06 0.12 2.23 0.06
H 1.21 1.63 -2.41 0.00
H 0.33 2.55 1.39 0.00
O 1.20 -1.60 -0.38 0.04
C -0.13 3.17 -1.81 0.00
C -1.27 -0.57 -3.11 0.00
C -0.93 1.34 5.49 0.00
H -3.29 2.79 0.63 0.00
C 3.88 -2.73 -3.42 0.00
O 3.86 -0.62 -0.48 0.00
N -1.44 -3.73 1.66 0.00
O -0.83 -0.09 -2.08 0.03
N -1.55 3.59 1.46 0.00
O 2.12 -4.24 -4.08 0.01
O -1.73 1.53 0.55 0.04
H -3.30 4.70 1.79 0.00
C 2.51 -3.40 -3.26 0.00
O 4.55 -3.02 -4.44 0.00
H -1.34 -0.82 -6.26 0.00
C 1.39 2.21 4.96 0.00
C 0.74 -0.28 -4.51 0.00
H 0.45 4.25 1.32 0.00
C 2.07 -2.01 -1.22 0.01
O 2.33 1.56 2.89 0.00
H -2.17 -1.85 -5.05 0.00
C 4.23 -1.71 -2.54 0.00
C -1.21 -1.43 -5.36 0.00
H 5.05 -1.04 -2.79 0.00
H -0.59 -5.44 2.49 0.00
Pd -0.05 0.14 0.08 1.55
H -0.25 3.92 -1.02 0.00
H -1.98 5.01 2.91 0.00
O -1.33 -1.71 0.66 0.02
C 1.18 2.37 -1.58 0.02
H -0.49 -5.34 0.75 0.00
H 1.36 -1.16 -4.66 0.00
C -2.32 -3.31 2.72 0.00
C 1.72 -2.99 -2.16 0.01
H -0.96 2.46 -1.72 0.00
O 0.42 2.53 7.06 0.00
C -2.21 4.80 1.86 0.00
H 0.76 -3.47 -1.99 0.00
C 0.15 0.73 3.34 0.01
H -2.31 -0.93 -3.19 0.00
H -1.91 5.64 1.22 0.00
H -1.83 0.26 3.77 0.00
C -0.97 0.77 4.19 0.01
H 0.75 0.29 -5.44 0.00
C -1.03 -2.88 0.69 0.00
H 2.02 3.08 -1.78 0.01
H 2.21 2.87 5.23 0.00
H -2.07 -3.81 3.65 0.00

---

(6)
63
Properties=species:S:1:pos:R:3:lowdin_charge:R:1 method="wB97M-V/def2-TZVPD" smiles="CCN(CC)S(=O)(=O)c1ccc(N2CCOCC2)c(NC(=O)c2ccc(NC(C)=O)cc2)c1" spin_multiplicity=1 charge=0 e_lumo_ev=0.32 de_lowest_kcal_mol=42.33
C -1.26 1.54 -2.46 -0.03
H 2.49 -1.51 4.65 0.08
H 1.28 -4.84 1.76 0.11
N 4.28 -2.23 1.83 -0.26
H -4.27 0.45 1.40 0.13
C 3.92 -2.24 3.23 -0.24
C 1.88 -3.07 0.75 -0.27
C 5.92 -0.39 1.74 -0.07
H -3.71 0.04 -0.25 0.12
H -2.86 -3.90 -0.10 0.13
H -4.24 6.64 -4.17 0.08
C -2.30 6.25 -3.33 -0.51
C 0.16 -1.57 0.05 -0.14
H -2.75 -1.24 2.37 0.14
H -0.52 5.21 -1.52 0.10
H 6.71 -1.14 1.71 0.08
S 3.63 -3.44 0.90 0.67
H -1.13 -4.28 1.62 0.11
N -2.16 -2.03 0.50 -0.12
C -3.89 -0.35 0.77 -0.19
H -3.13 8.03 -4.15 0.08
C -0.81 -2.42 0.62 -0.16
C -0.40 -3.61 1.20 0.00
N -0.27 -0.42 -0.61 0.14
O 3.76 -4.67 1.63 -0.29
H -3.37 -3.43 1.55 0.13
H -1.81 -0.13 1.35 0.13
O 1.48 0.97 -0.18 0.08
C -2.58 -0.91 1.33 -0.13
H 4.77 -1.24 0.13 0.11
C 0.95 -3.93 1.28 -0.05
C 0.40 0.77 -0.70 -0.42
H 4.78 -1.88 3.81 0.12
H 1.81 -1.77 3.03 0.06
C -3.20 6.96 -4.31 0.00
H 6.22 0.45 1.12 0.08
O -4.88 -1.34 0.73 -0.13
H -1.45 0.52 -2.76 0.11
H 2.84 -0.37 3.35 0.07
C -3.17 -3.06 0.53 -0.15
C -1.65 3.90 -2.78 -0.21
H 0.65 3.37 -0.36 0.12
H 5.79 -0.05 2.76 0.07
H 3.76 -3.29 3.47 0.11
H -4.30 -2.15 -1.07 0.13
C -1.90 2.57 -3.12 -0.02
C -0.08 3.16 -1.13 0.00
H -2.95 4.54 -4.21 0.14
C -0.34 1.83 -1.45 -0.14
O -1.63 6.82 -2.50 0.08
H 3.81 -0.25 1.26 0.11
C 1.50 -1.90 0.12 0.02
H 2.25 -1.27 -0.33 0.11
N -2.34 4.89 -3.48 0.12
H -2.60 2.34 -3.91 0.11
O 4.22 -3.35 -0.40 -0.28
H -1.24 -0.46 -0.91 0.12
H -5.28 -3.18 0.01 0.13
C 2.68 -1.42 3.58 -0.06
C -0.73 4.19 -1.78 0.01
C -4.47 -2.46 -0.03 -0.19
H -2.90 6.73 -5.33 0.08
C 4.63 -0.99 1.18 -0.26

---

(7)
56
Properties=species:S:1:pos:R:3:lowdin_charge:R:1 method="wB97M-V/def2-TZVPD" spin_multiplicity=1 charge=+1 e_lumo_ev=-5.33 de_lowest_kcal_mol=51.23
C 0.15 -1.36 1.75 -0.04
O 2.94 -2.03 3.99 -0.09
H 0.78 -3.00 3.02 0.12
C -1.82 -1.83 -1.97 -0.52
H 4.80 -1.05 3.82 0.09
C 4.08 -1.37 4.59 -0.05
H -0.56 6.75 1.58 0.08
H -2.45 4.71 -0.94 0.12
H -1.43 6.87 0.04 0.08
C 2.50 -0.08 2.57 0.01
H 3.76 -0.52 5.20 0.10
H -1.49 -3.75 -1.00 0.09
H -3.85 -1.27 -2.40 0.11
C -1.79 4.17 -0.26 -0.03
H 2.87 -3.34 -2.04 0.11
C -1.57 2.80 -0.44 -0.03
C -0.75 2.07 0.45 -0.16
C -0.20 2.76 1.54 -0.02
H -1.29 -1.82 -4.09 0.11
C 0.46 -0.11 1.22 -0.20
H 0.84 0.45 -1.38 0.15
H -0.95 -3.38 -3.27 0.09
H -2.32 6.51 1.53 0.09
C -1.64 -2.53 -3.33 -0.02
N 0.59 -2.01 -1.75 0.17
H 3.17 -2.74 -3.70 0.10
O 1.72 -0.68 -3.26 0.13
C -0.47 -1.20 -1.56 -0.02
H -2.64 -0.08 -2.93 0.10
H 0.53 -2.97 -1.43 0.16
C -0.55 0.56 0.25 -0.20
H -2.06 2.30 -1.28 0.10
C -2.20 -2.91 -0.97 -0.02
C -1.38 6.33 0.99 -0.05
H 4.53 -2.14 5.22 0.10
H -2.62 -2.93 -3.65 0.11
C -0.21 0.21 -1.17 -0.07
H 3.37 0.46 2.94 0.11
H 0.35 2.25 2.31 0.10
H 1.76 -3.79 -3.38 0.10
H -1.53 0.10 0.44 0.14
C 1.60 -1.76 -2.71 -0.44
H -3.08 -0.21 -1.19 0.09
C 1.01 -2.01 2.63 0.01
C -0.34 4.15 1.65 -0.02
C -1.15 4.86 0.78 -0.28
H -2.26 -2.54 0.06 0.08
H 0.19 4.69 2.45 0.12
C 2.17 -1.36 3.09 -0.26
H -0.79 0.84 -1.86 0.13
H -3.18 -3.32 -1.25 0.11
C 1.68 0.47 1.57 -0.04
C 2.40 -2.99 -2.97 0.03
C -2.91 -0.77 -2.12 -0.03
H 2.00 1.41 1.13 0.12
H -0.78 -1.85 1.48 0.10

---

(8)
63
Properties=species:S:1:pos:R:3:lowdin_spin:R:1 method="wB97M-V/def2-TZVPD" spin_multiplicity=5 charge=-1 e_lumo_ev="1.93 / 1.93"
O -1.13 -0.46 -5.52 0.00
C 2.10 0.77 4.13 0.19
C -1.26 -0.05 -1.77 0.00
H -1.16 4.11 -2.00 0.00
H -2.15 -0.54 -2.20 0.00
H 0.83 -0.59 -1.49 0.00
O 2.65 -0.92 -3.33 0.00
H 1.09 -1.84 2.25 0.01
C 3.10 -0.88 -5.86 0.00
H 1.13 3.26 -1.91 0.00
C 0.00 -0.83 -2.18 0.00
H -0.14 -1.91 -2.23 0.00
H 3.08 -0.68 -6.93 0.00
C -1.33 -2.00 4.02 0.11
C 2.15 -0.30 5.07 0.15
C -1.43 0.17 -0.28 0.00
O -0.33 -2.34 -4.62 0.00
C -1.61 -0.97 3.04 0.06
C 1.34 -1.15 3.05 0.05
O 0.02 1.39 6.32 0.06
C -2.13 0.19 3.73 0.07
H -2.50 0.14 0.00 0.00
C -0.47 -1.00 -4.66 0.00
C -2.21 -0.15 5.14 0.15
C 1.73 -0.57 -4.04 0.00
H 2.39 1.80 4.33 0.01
H -0.55 1.51 -4.49 0.00
H 3.90 -0.32 -5.36 0.00
O -0.14 1.12 8.49 0.01
H 1.05 3.14 -0.14 0.00
H -1.55 -1.09 1.97 0.01
H -2.56 0.51 5.92 0.01
H -0.95 -2.99 3.79 0.01
H 0.82 1.88 -3.41 0.00
C -1.05 1.36 -2.37 0.00
O 1.82 -0.46 -5.38 0.00
C 0.87 2.60 -1.07 0.00
C 0.32 -0.26 -3.56 0.00
H -1.97 -2.75 -5.85 0.00
C -0.62 2.22 -1.13 0.00
H 1.42 0.84 1.97 0.01
H 3.25 -1.95 -5.67 0.00
H 1.60 -2.49 4.86 0.01
H -1.67 -2.06 6.23 0.01
H -2.52 3.25 -1.27 0.00
H 2.51 -0.24 6.09 0.01
H -2.40 1.13 3.26 0.01
H -0.78 -4.07 -5.57 0.00
C 1.57 0.28 2.89 0.08
C 1.66 -1.49 4.42 0.10
C -1.46 3.49 -1.15 0.00
Ru -0.07 -0.29 4.21 2.69
H -2.01 1.75 -2.73 0.00
N 0.07 0.63 7.37 0.00
H -0.89 -0.58 0.32 0.00
O 0.34 -0.60 7.21 0.03
C -0.07 1.25 -3.54 0.00
H -0.39 -2.71 -6.67 0.00
C -0.91 -3.00 -5.75 0.00
O -0.90 1.45 0.09 0.00
C -1.74 -1.49 5.30 0.16
H 1.52 1.72 -1.08 0.00
H -1.32 4.06 -0.22 0.00